14
Properties=species:S:1:pos:R:3:forces:R:3:mulliken_charge:R:1 method="wB97M-V/def2-TZVPD" charge=+1 smiles="ONC1=[NH+]CCO1" largest_force_ev_per_a=4.7 e_homo_ev=-15.0 orbital_gap_ev=11.9078 e_above_lowest_kcal_mol=55.7
C -1.5151 -0.7920 0.0536 1.369 -0.870 0.814 -0.312
C -1.6649 0.7643 0.0294 -1.877 0.256 3.244 -0.293
C 0.5409 0.2749 -0.0602 0.035 0.217 -0.108 0.506
N 1.8400 0.5792 -0.0888 2.222 0.931 0.061 -0.044
N -0.0230 -0.9087 -0.0511 -2.149 4.213 0.034 -0.097
O -0.3536 1.2956 -0.0800 2.981 -1.254 0.559 -0.358
O 2.8717 -0.4595 0.0146 -2.890 0.222 1.078 -0.394
H -1.7343 -1.4444 1.0113 -0.464 1.853 -1.932 0.297
H -1.8400 -1.2427 -0.8683 -0.944 -0.296 0.020 0.282
H -2.1582 1.2713 -0.7747 -0.832 -0.626 -0.597 0.315
H -2.1720 1.1607 1.0348 1.276 -0.841 -2.103 0.246
H 2.1198 1.5502 0.2277 -0.366 -1.679 -0.563 0.333
H 3.7236 -0.2859 -0.4177 -0.616 1.173 -0.608 0.370
H 0.3652 -1.7632 -0.0307 2.256 -3.299 0.100 0.149

2
Properties=species:S:1:pos:R:3:forces:R:3:lowdin_spin:R:1 method="wB97M-V/def2-TZVPD" multiplicity=2 charge=-1 largest_force_ev_per_a=3.1 e_homo_ev="-2.6 / -2.3" orbital_gap_ev="6.4911 / 5.8596" e_above_lowest_kcal_mol=9.5
S -0.5054 0.3333 0.9312 1.403 -0.925 -2.584 0.500
S 0.5054 -0.3333 -0.9312 -1.403 0.925 2.584 0.500

48
Properties=species:S:1:pos:R:3:forces:R:3:mulliken_charge:R:1 method="wB97M-V/def2-TZVPD" charge=0 smiles="CC(=O)N[C@@H](CC(=O)NC1CCCCCC1)c1ccccc1" largest_force_ev_per_a=0.6 e_homo_ev=-9.3 orbital_gap_ev=10.0354 e_above_lowest_kcal_mol=7.7
C -4.1640 -2.0238 4.0279 -0.022 -0.206 -0.169 -1.251
C -3.2772 -1.8378 2.8150 -0.215 0.118 0.443 0.731
O -3.2422 -2.6074 1.8788 -0.054 -0.305 -0.304 -0.630
N -2.5145 -0.7209 2.8688 0.205 0.337 -0.036 -0.081
H -2.5844 -0.0977 3.6570 -0.040 -0.127 0.025 0.321
C -1.5926 -0.3606 1.8098 -0.063 0.010 -0.154 -0.739
C -0.2528 0.0469 2.3727 0.052 -0.187 0.040 0.610
C 0.8793 -0.7038 2.0872 -0.092 0.022 0.024 -0.108
C 2.1177 -0.3242 2.5742 0.099 -0.021 0.004 -0.690
C 2.2358 0.8107 3.3571 0.089 -0.007 0.003 -0.433
C 1.1102 1.5596 3.6545 -0.040 0.077 0.092 -0.846
C -0.1267 1.1802 3.1661 0.034 -0.067 -0.027 -0.111
H -0.9937 1.7824 3.3943 -0.110 0.126 -0.007 0.354
H 1.1969 2.4473 4.2633 0.008 0.076 0.046 0.396
H 3.2022 1.1119 3.7330 0.075 0.027 0.032 0.404
H 2.9913 -0.9142 2.3384 0.075 -0.050 -0.012 0.425
H 0.7904 -1.5919 1.4780 -0.030 -0.083 -0.079 0.355
H -1.4767 -1.2710 1.2107 0.039 0.187 0.124 0.648
C -2.1858 0.7584 0.9294 0.216 -0.018 0.024 -1.179
H -2.5218 1.5860 1.5549 0.033 -0.005 -0.060 0.322
C -1.1258 1.2959 -0.0229 -0.586 -0.173 0.145 0.456
O -0.6624 2.4123 0.0729 0.170 0.409 0.092 -0.697
N -0.7520 0.4150 -0.9727 0.111 -0.292 -0.263 -0.057
H -1.1487 -0.5113 -0.9744 -0.078 0.044 0.076 0.374
C 0.3289 0.6721 -1.9078 0.078 -0.158 -0.006 -0.174
C -0.1305 0.3352 -3.3287 0.043 0.415 0.025 -0.740
H -1.1367 0.7439 -3.4486 -0.003 -0.073 0.033 0.402
C 0.7799 0.9468 -4.3947 0.007 -0.254 -0.100 -0.810
C 1.9588 0.0643 -4.8146 -0.021 0.007 0.060 -0.759
C 2.6372 -0.7119 -3.6823 0.133 0.200 -0.105 -0.627
C 2.7857 0.0618 -2.3711 -0.075 -0.353 0.058 -0.975
H 2.9707 1.1170 -2.5730 0.106 0.127 0.028 0.389
C 1.5755 -0.0909 -1.4518 0.077 0.463 -0.069 -0.389
H 1.8329 0.2716 -0.4533 -0.067 -0.058 0.019 0.163
H 1.3291 -1.1533 -1.3643 -0.023 -0.081 0.042 0.308
H 3.6557 -0.3252 -1.8357 0.028 0.093 -0.005 0.372
H 2.0814 -1.6301 -3.4817 0.022 -0.084 0.015 0.320
H 3.6257 -1.0142 -4.0358 -0.036 -0.099 0.001 0.391
H 1.6186 -0.6589 -5.5597 0.025 0.040 -0.080 0.324
H 2.6975 0.7040 -5.3027 0.028 -0.044 -0.079 0.327
H 0.1912 1.1611 -5.2892 0.021 0.099 0.030 0.370
H 1.1498 1.9037 -4.0231 -0.026 0.084 -0.024 0.383
H -0.1944 -0.7464 -3.4587 -0.095 -0.147 -0.004 0.400
H 0.5216 1.7481 -1.8366 -0.021 -0.143 -0.063 0.322
H -3.0389 0.3678 0.3725 -0.048 -0.013 0.031 0.438
H -4.7229 -2.9489 3.9244 0.005 -0.002 -0.013 0.345
H -3.5587 -2.0673 4.9306 0.019 0.021 0.097 0.324
H -4.8604 -1.1922 4.1117 -0.052 0.070 0.047 0.324

68
Properties=species:S:1:pos:R:3:forces:R:3:lowdin_spin:R:1 method="wB97M-V/def2-TZVPD" multiplicity=3 charge=+2 largest_force_ev_per_a=1.0 e_homo_ev="-14.8 / -14.7" orbital_gap_ev="8.8106 / 8.8017" e_above_lowest_kcal_mol=1.0
Ni -0.3018 0.3369 0.0247 0.265 0.142 -0.248 1.719
C 0.1154 -1.4514 -2.3933 0.070 0.197 0.013 0.003
C 0.7487 -0.3965 -3.2815 -0.073 0.063 0.070 0.000
C 0.5231 1.0643 -2.9757 0.065 -0.091 0.084 0.002
C 0.6027 1.9781 -4.0237 0.077 -0.032 -0.050 0.002
C 0.6468 3.3321 -3.7571 -0.004 0.013 0.007 -0.002
C 0.6504 3.7445 -2.4306 0.027 0.089 -0.061 0.002
C 0.5245 2.7861 -1.4524 0.059 -0.126 0.040 0.002
N 0.4095 1.4679 -1.7014 -0.206 0.169 -0.222 0.041
N 0.4818 -1.3998 -0.9529 -0.032 -0.280 0.298 0.049
C -0.2754 -2.4690 -0.2653 0.003 0.122 -0.047 0.000
C -1.7522 -2.1574 -0.2502 0.064 0.107 0.015 0.002
C -2.6913 -3.1697 -0.1883 -0.025 -0.080 -0.007 0.001
C -4.0358 -2.8382 -0.1361 -0.020 0.009 0.003 -0.002
C -4.3897 -1.4988 -0.1749 -0.041 -0.047 0.000 0.002
C -3.3891 -0.5495 -0.2496 0.067 0.094 -0.034 0.002
N -2.0858 -0.8566 -0.2762 -0.115 -0.237 0.032 0.037
C 1.9369 -1.5656 -0.7313 -0.092 0.146 0.054 0.002
C 2.5549 -0.4487 0.0904 -0.164 -0.023 -0.055 0.004
C 3.9223 -0.4290 0.3274 0.053 -0.043 -0.017 0.002
C 4.4583 0.5819 1.1034 0.037 -0.024 -0.014 -0.002
C 3.6085 1.5436 1.6364 0.045 0.009 0.010 0.001
C 2.2630 1.4502 1.3599 -0.096 -0.017 -0.042 0.001
N 1.7416 0.4809 0.5916 0.060 0.164 0.112 0.043
H 0.3942 -2.4350 -2.7854 -0.016 -0.037 -0.020 0.002
H -0.9672 -1.3679 -2.4613 -0.035 -0.015 0.037 0.000
H 0.4025 -0.5933 -4.2960 0.024 -0.031 -0.033 0.000
H 1.8337 -0.5341 -3.3150 0.015 0.011 -0.045 0.000
H 0.6668 1.6113 -5.0408 -0.028 0.028 0.043 0.000
H 0.7058 4.0531 -4.5626 0.013 -0.031 0.017 0.000
H 0.7375 4.7886 -2.1596 0.008 -0.055 -0.016 0.000
H 0.5128 3.0770 -0.4099 -0.070 -0.025 0.012 0.000
H 0.0848 -2.5402 0.7628 0.011 -0.007 0.003 0.000
H -0.1052 -3.4405 -0.7383 0.020 -0.043 -0.025 0.001
H -2.3696 -4.2043 -0.1865 -0.021 0.048 0.015 0.000
H -4.7923 -3.6107 -0.0761 0.031 0.030 -0.019 0.000
H -5.4248 -1.1863 -0.1552 0.030 -0.017 -0.005 0.000
H -3.6506 0.4993 -0.3018 0.078 0.020 0.035 0.000
H 2.4574 -1.6346 -1.6845 0.022 0.009 -0.046 0.000
H 2.1281 -2.5136 -0.2250 0.012 -0.044 0.013 0.000
H 4.5516 -1.2036 -0.0934 0.006 0.028 0.014 0.000
H 5.5234 0.6195 1.2956 -0.044 -0.005 -0.006 0.000
H 3.9826 2.3482 2.2536 -0.003 -0.015 -0.007 0.000
H 1.5621 2.1722 1.7675 0.008 -0.048 -0.042 0.000
O -5.4769 3.6419 3.5254 -0.068 -0.306 0.245 0.000
N -4.5182 3.4707 4.2538 0.303 0.890 -0.410 0.000
O -4.3512 3.9706 5.3410 -0.096 -0.388 0.037 0.000
C -3.4058 2.6686 3.6971 -0.214 -0.116 0.060 0.000
C -2.7425 1.8788 4.5520 0.072 -0.089 0.126 0.001
C -1.7397 0.9785 4.0673 -0.009 -0.038 0.111 0.001
C -1.0591 0.0823 4.9089 0.010 0.012 0.025 -0.002
C -0.1475 -0.7833 4.3611 -0.013 -0.028 0.080 0.001
C 0.0578 -0.7548 2.9803 0.047 -0.075 -0.058 0.001
N -0.5694 0.0747 2.1661 -0.115 -0.022 -0.012 0.039
C -1.4439 0.9539 2.7039 0.060 0.019 -0.155 0.003
C -2.0784 1.9034 1.8159 0.082 -0.126 -0.095 0.001
N -1.6544 1.9255 0.5280 0.020 -0.085 0.261 0.034
C -2.2722 2.7279 -0.3207 0.040 0.012 -0.075 0.002
C -3.2995 3.5898 0.0614 -0.030 0.035 0.018 0.002
C -3.7065 3.6119 1.3710 -0.015 0.031 -0.112 -0.002
C -3.0974 2.7368 2.2912 -0.129 0.123 0.020 0.001
H -2.9905 1.9004 5.6049 -0.010 -0.012 0.015 0.000
H -1.2554 0.0872 5.9745 -0.013 -0.011 -0.035 0.000
H 0.4014 -1.4872 4.9720 -0.017 0.031 -0.026 0.000
H 0.7710 -1.4376 2.5299 -0.014 0.065 0.004 0.000
H -1.9435 2.6995 -1.3533 -0.010 -0.016 0.072 0.000
H -3.7548 4.2373 -0.6757 0.001 -0.023 0.031 0.000
H -4.4947 4.2785 1.6856 0.030 -0.011 0.009 0.000

23
Properties=species:S:1:pos:R:3:forces:R:3:mulliken_charge:R:1 method="wB97M-V/def2-TZVPD" charge=0 largest_force_ev_per_a=4.6 e_homo_ev=-8.7 orbital_gap_ev=7.4187
C 1.0071 -1.2263 -1.7979 -0.657 -0.568 0.066 -0.329
C -0.4040 -1.0681 -2.0006 0.412 -0.596 0.537 -0.534
C -1.0873 -1.8259 -0.9917 0.977 -0.442 -0.239 -0.486
C -0.0919 -2.4556 -0.1650 -0.044 0.153 -0.993 -0.523
C 1.2021 -2.0940 -0.6787 -0.858 0.145 -0.290 -0.458
Ce 0.0701 0.1396 0.3186 2.098 -1.619 3.147 0.562
C -1.6270 1.6900 -0.7634 0.018 0.733 -0.694 -0.616
C -0.3937 1.9052 -1.2665 -1.081 3.217 -3.082 0.440
C 0.4726 2.3825 -2.1679 -0.010 -0.416 0.942 -0.710
N 1.6701 1.1883 0.1342 -0.525 -0.253 0.309 -0.366
H -2.1663 -1.9144 -0.8807 0.290 0.024 0.042 0.459
H -0.8711 -0.4645 -2.7785 0.172 -0.255 0.242 0.492
H -0.2959 -3.0917 0.6982 0.108 0.263 -0.327 0.470
H 2.1661 -2.4335 -0.2914 -0.427 0.243 -0.091 0.414
H 1.7854 -0.7817 -2.4193 -0.276 -0.142 0.346 0.373
H -2.3380 0.9660 -1.2026 0.738 0.042 0.261 0.285
H 2.6128 1.5903 0.2275 -0.372 -0.118 -0.084 0.163
H -2.0535 2.2889 0.0568 0.436 -0.132 -0.296 0.311
H 0.1687 3.0098 -3.0147 -0.359 -0.272 0.448 0.282
H 1.5464 2.1905 -2.0926 -0.592 -0.044 -0.001 0.269
S -1.6134 -0.3492 2.5769 -0.695 -0.192 -0.432 -0.459
C -0.3462 0.0334 3.5728 2.687 0.899 1.721 0.522
N 0.5867 0.3203 4.2422 -2.040 -0.671 -1.532 -0.560

51
Properties=species:S:1:pos:R:3:forces:R:3:mulliken_charge:R:1 method="wB97M-V/def2-TZVPD" charge=+3 largest_force_ev_per_a=4.4 e_homo_ev=-13.5 orbital_gap_ev=2.4412 e_above_lowest_kcal_mol=256.2
Ba 2.8470 -8.2594 0.2654 0.151 0.505 0.259 1.942
Ba -3.5506 -4.7280 -4.9132 0.106 0.715 0.049 1.962
N 0.2208 -2.8539 -0.2222 -0.722 0.989 1.380 1.035
O -0.7283 -2.8208 -0.9989 -1.763 -0.192 -1.696 -0.693
O 1.1701 -3.5737 -0.4247 2.880 -3.030 -1.342 -0.711
O 0.2299 -2.1860 0.7874 -0.528 1.277 1.265 -0.540
C -3.7699 -3.0097 5.4809 0.207 -1.033 0.070 -0.851
C -2.6547 -2.2356 6.1610 -1.397 0.652 -0.610 -0.292
O -2.5137 -1.0252 5.3951 0.603 -0.094 0.804 -0.486
H -3.8299 -4.0162 5.8951 -0.206 -0.146 0.125 0.323
H -3.5773 -3.1352 4.4154 0.117 0.090 -0.120 0.256
H -4.7447 -2.5333 5.5853 0.185 0.140 0.099 0.249
H -1.7335 -2.7987 6.3111 0.148 0.044 -0.342 0.264
H -3.0307 -1.9747 7.1502 0.307 0.358 0.022 0.249
H -2.0081 -1.2314 4.6055 0.045 -0.002 -0.068 0.288
C 0.4581 -0.6303 -8.4921 0.229 -0.125 1.466 -0.899
C -0.2439 -0.3649 -7.1202 0.183 1.318 -1.651 -0.268
O -1.6047 -0.7942 -7.2739 -0.200 -1.077 1.032 -0.562
H 1.3923 -0.0891 -8.6420 -0.141 0.227 0.151 0.309
H -0.2310 -0.3957 -9.3034 0.135 -0.074 -0.014 0.341
H 0.7349 -1.6845 -8.4852 -0.201 -0.116 -0.453 0.209
H -0.3011 0.6944 -6.8699 0.305 0.217 -0.232 0.253
H 0.2764 -0.7879 -6.2609 -0.431 -0.688 -0.148 0.302
H -1.9792 -0.2863 -7.9974 0.020 0.096 -0.022 0.317
C 5.8992 1.0764 4.4170 -0.516 -0.054 -0.219 -1.010
C 4.4464 0.6166 4.4663 0.668 0.613 -0.503 -0.176
O 4.3500 -0.7562 4.0642 -0.217 0.285 0.327 -0.520
H 6.3360 0.8974 3.4345 0.042 -0.230 0.058 0.289
H 6.4661 0.5683 5.1971 0.177 0.167 -0.112 0.270
H 5.9079 2.1580 4.5518 0.181 -0.003 0.330 0.329
H 3.8573 1.2362 3.7900 -0.064 0.015 -0.172 0.274
H 4.0756 0.8506 5.4642 -0.267 -0.636 0.214 0.235
H 3.5447 -0.8207 3.5456 -0.029 -0.182 0.049 0.309
C 3.5564 1.9357 -1.8556 -2.303 -0.318 0.987 -0.990
C 2.2346 2.7772 -1.6875 1.428 -1.812 0.849 -0.230
O 2.3523 3.8187 -2.5273 -0.084 2.724 -2.187 -0.506
H 4.4266 2.4895 -1.5030 -0.068 -0.127 -0.352 0.292
H 3.6107 1.5097 -2.8574 0.318 0.603 -0.177 0.279
H 3.3645 1.0598 -1.2359 0.521 -0.138 0.379 0.314
H 2.1156 3.1958 -0.6882 0.142 -0.656 0.580 0.293
H 1.3363 2.2180 -1.9494 -0.044 -0.684 0.233 0.241
H 1.6031 4.3944 -2.3575 0.077 0.398 -0.304 0.307
C -4.6423 1.7532 -0.2789 0.785 -1.686 0.349 -0.977
C -4.1695 2.5743 0.9014 -0.359 -0.811 -0.943 -0.254
O -4.2805 3.8852 0.5128 0.265 2.303 0.329 -0.512
H -4.4427 0.7234 0.0171 -0.451 -0.514 -0.156 0.295
H -4.0248 1.8803 -1.1681 -0.064 0.513 0.007 0.261
H -5.6977 1.8687 -0.5260 0.021 0.138 0.138 0.351
H -3.1173 2.3904 1.1186 -0.006 -0.053 -0.033 0.268
H -4.7441 2.3084 1.7886 -0.116 0.139 0.230 0.257
H -5.1927 4.1111 0.3169 -0.069 -0.043 0.076 0.312

Number 1: M 103.101 g/mol. Number 2: M 64.134 g/mol. Number 3: M 302.418 g/mol. Number 4: M 588.297 g/mol. Number 5: M 318.376 g/mol. Number 6: M 567.005 g/mol.